1.
The following is a quantum chemistry calculation of a molecular structure, C27H25N3O11PSZn, from the OMol25 dataset.

Its net charge is -1. For the energy relative to the best compared isomer or geometry (same formula, charge and spin), the calculation gives 197.8 kJ/mol. Its spin multiplicity is 1. For the HOMO-LUMO gap, the calculation gives 6.23 eV.

Last column: natural (NBO) charge in e.
Cartesian coordinates (Å):
Zn  0.58  0.55  -1.88  1.744
O  4.26  2.33  -1.43  -0.667
C  3.04  2.44  -1.51  0.799
O  2.26  1.49  -1.88  -0.951
C  2.47  3.83  -1.17  -0.854
P  0.71  4.23  -0.82  0.811
C  -0.19  3.58  -2.29  -0.247
C  -1.58  3.56  -2.30  -0.230
C  -2.30  3.14  -3.41  -0.173
C  -1.63  2.77  -4.56  -0.207
C  -0.25  2.83  -4.60  -0.222
C  0.47  3.23  -3.47  -0.262
C  0.26  3.09  0.57  -0.329
C  1.28  2.38  1.39  -0.193
C  0.98  1.69  2.50  -0.188
C  -0.43  1.47  2.96  0.075
C  -1.46  2.04  1.98  -0.249
C  -1.02  3.00  0.94  -0.171
H  2.77  4.48  -1.99  0.256
H  3.04  4.18  -0.32  0.258
H  -2.14  3.86  -1.42  0.205
H  -3.38  3.09  -3.36  0.219
H  -2.19  2.43  -5.43  0.209
H  0.29  2.54  -5.49  0.209
H  1.55  3.25  -3.53  0.222
H  2.32  2.43  1.09  0.217
H  1.77  1.22  3.07  0.209
H  -0.55  1.71  4.01  0.184
H  -2.38  2.35  2.48  0.221
H  -1.79  3.58  0.46  0.204
O  -3.78  -0.42  1.96  -0.537
C  -2.99  0.06  1.19  0.492
C  -1.59  0.54  1.53  0.089
O  -0.91  0.11  2.71  -0.545
C  -0.94  0.20  0.23  0.321
C  -1.82  0.28  -0.84  0.163
O  -1.36  0.34  -2.10  -0.948
C  -3.17  0.26  -0.34  0.347
O  -4.25  0.35  -0.90  -0.599
O  0.33  0.06  0.09  -0.888
C  -0.55  -2.88  5.28  -0.615
C  -0.59  -2.55  3.79  -0.690
S  0.59  -3.52  2.91  2.194
O  1.91  -3.01  3.20  -0.967
O  0.29  -4.93  3.12  -0.964
C  0.21  -3.12  1.25  -0.716
C  1.17  -3.81  0.28  -0.208
N  1.00  -3.16  -1.02  -0.332
C  1.64  -2.03  -1.35  0.475
N  1.09  -1.46  -2.42  -0.626
C  0.08  -2.28  -2.83  0.020
C  0.02  -3.33  -1.99  0.114
N  -0.92  -4.41  -2.00  0.532
O  -0.99  -5.12  -1.01  -0.405
O  -1.60  -4.54  -3.00  -0.364
C  2.75  -1.43  -0.55  -0.694
H  -1.28  -2.26  5.80  0.219
H  0.43  -2.68  5.70  0.219
H  -0.79  -3.93  5.45  0.222
H  -0.32  -1.51  3.58  0.291
H  -1.56  -2.77  3.34  0.241
H  0.30  -2.03  1.16  0.283
H  -0.82  -3.43  1.06  0.258
H  0.99  -4.88  0.21  0.251
H  2.20  -3.65  0.59  0.234
H  -0.59  -2.03  -3.63  0.252
H  3.54  -2.15  -0.37  0.224
H  2.36  -1.08  0.41  0.270
H  3.15  -0.57  -1.08  0.284

---

2.
The following is a quantum chemistry calculation of a molecular structure, C27H25N8O5S7Tb in a non-equilibrium geometry, from the OMol25 dataset.

Its net charge is -2. For the energy relative to the best compared isomer or geometry (same formula, charge and spin), the calculation gives 228.1 kJ/mol. Its spin multiplicity is 7. For the HOMO-LUMO gap (spin up / spin down), the calculation gives 5.67 / 5.67 eV. As for the expectation value of S²: 12.680.

Last column: Mulliken charge in e.
Cartesian coordinates (Å):
Tb  0.40  -0.71  -0.26  0.280
O  0.47  3.91  0.17  -0.800
C  0.56  2.82  -0.41  0.287
N  1.05  1.67  0.07  0.628
C  1.45  1.71  1.46  -0.857
C  1.35  -0.02  3.18  1.567
C  1.82  0.90  4.26  -1.739
C  3.13  1.16  4.44  -0.068
C  4.12  0.46  3.70  -1.300
C  3.72  -0.54  2.88  0.273
N  2.42  -0.81  2.65  0.239
C  0.12  2.71  -1.84  0.191
C  -1.01  3.42  -2.26  -0.935
C  -1.40  3.32  -3.58  -0.300
C  -0.66  2.52  -4.44  -0.688
C  0.43  1.85  -3.92  -0.206
N  0.83  1.94  -2.66  0.238
H  1.24  2.69  1.90  0.349
H  2.52  1.48  1.55  0.273
H  1.05  1.36  4.87  0.423
H  3.44  1.86  5.20  0.394
H  5.17  0.68  3.84  0.412
H  4.42  -1.21  2.39  0.474
H  -1.55  4.01  -1.55  0.484
H  -2.27  3.85  -3.94  0.392
H  -0.94  2.40  -5.48  0.406
H  1.02  1.19  -4.55  0.345
C  -7.01  0.76  1.77  -1.453
C  -5.79  -0.06  1.46  1.229
C  -4.79  0.44  0.63  -1.229
C  -3.64  -0.29  0.37  -0.087
C  -3.49  -1.55  0.92  0.049
C  -4.48  -2.06  1.75  -0.461
C  -5.62  -1.32  2.02  -0.668
S  -1.87  -2.36  0.93  1.377
O  -1.35  -2.47  -0.44  -0.596
O  -2.07  -3.60  1.65  -0.753
N  -0.97  -1.27  1.61  0.222
C  -1.00  -1.22  3.04  -0.815
C  0.34  -1.06  3.72  -0.516
O  0.55  -1.56  4.81  -0.660
O  0.68  0.71  2.12  -0.108
H  -7.00  1.69  1.21  0.343
H  -7.05  1.00  2.83  0.304
H  -7.91  0.21  1.52  0.342
H  -4.91  1.42  0.18  0.293
H  -2.87  0.12  -0.25  0.042
H  -4.33  -3.03  2.19  0.485
H  -6.38  -1.71  2.68  0.363
H  -1.47  -2.13  3.44  0.598
H  -1.60  -0.35  3.38  0.176
C  6.04  -0.22  -2.48  -1.261
C  5.01  -0.75  -1.56  1.171
N  5.04  -1.83  -0.84  -1.286
N  3.85  -1.84  -0.21  0.863
C  3.05  -0.81  -0.50  -0.176
S  1.83  -2.33  2.04  -0.550
N  3.82  -0.11  -1.38  0.767
N  3.51  1.10  -1.99  -1.203
H  6.96  -0.80  -2.39  0.373
H  6.24  0.82  -2.24  0.297
H  5.68  -0.28  -3.51  0.258
H  3.59  -2.57  0.46  0.218
H  2.70  1.50  -1.50  0.304
H  3.19  0.92  -2.94  0.277
S  -2.76  -4.02  -6.28  -0.380
C  -1.98  -3.15  -5.12  0.086
S  -0.31  -3.38  -4.73  -0.179
C  -0.17  -2.09  -3.53  0.277
C  -1.30  -1.39  -3.29  -0.032
S  -1.51  -0.01  -2.27  -0.389
S  -2.73  -1.90  -4.19  -0.143
S  1.37  -1.83  -2.82  -0.525

---

3.
The following is a quantum chemistry calculation of a molecular structure, C27H26ClN4OsPS, from the OMol25 dataset.

Its net charge is +2. For the energy relative to the best compared isomer or geometry (same formula, charge and spin), the calculation gives 0.0 kJ/mol. Its spin multiplicity is 1. For the HOMO-LUMO gap, the calculation gives 6.86 eV.

Last column: natural (NBO) charge in e.
Cartesian coordinates (Å):
Os  -0.31  -1.75  1.00  0.312
C  3.75  -2.08  -0.46  -0.687
C  2.27  -2.05  -0.21  0.303
N  1.70  -1.83  0.92  -0.187
N  2.40  -1.69  2.09  -0.426
C  1.74  -1.46  3.26  0.305
N  2.48  -1.34  4.35  -0.737
S  0.06  -1.31  3.33  0.042
C  1.33  -2.33  -1.32  0.125
C  1.76  -2.67  -2.59  -0.185
C  0.82  -2.95  -3.57  -0.128
C  -0.52  -2.87  -3.26  -0.196
C  -0.88  -2.52  -1.96  0.079
N  0.01  -2.25  -1.02  -0.415
H  4.34  -1.78  0.40  0.229
H  3.99  -1.39  -1.27  0.269
H  4.07  -3.08  -0.77  0.272
H  3.40  -1.83  2.07  0.413
H  3.49  -1.43  4.35  0.418
H  2.02  -1.23  5.24  0.441
H  2.82  -2.72  -2.81  0.244
H  1.14  -3.22  -4.57  0.254
H  -1.28  -3.08  -3.99  0.256
H  -1.92  -2.43  -1.68  0.227
Cl  -2.75  -1.63  0.94  0.179
C  -3.29  0.05  0.97  -0.008
C  -4.63  0.27  1.17  -0.219
C  -5.08  1.59  1.22  -0.152
C  -4.18  2.64  1.08  -0.202
C  -2.83  2.38  0.86  -0.100
C  -2.36  1.07  0.80  -0.418
P  -0.62  0.69  0.43  0.969
C  0.29  2.11  1.08  -0.299
C  0.66  3.18  0.26  -0.214
C  1.29  4.29  0.82  -0.198
C  1.54  4.34  2.18  -0.171
C  1.16  3.29  3.00  -0.189
C  0.54  2.17  2.45  -0.231
C  -0.52  0.86  -1.38  -0.384
C  -1.65  0.95  -2.18  -0.150
C  -1.52  1.03  -3.57  -0.210
C  -0.27  1.03  -4.15  -0.186
C  0.87  0.94  -3.35  -0.204
C  0.74  0.85  -1.97  -0.223
H  -5.32  -0.55  1.30  0.249
H  -6.12  1.79  1.39  0.247
H  -4.52  3.66  1.13  0.245
H  -2.13  3.20  0.75  0.230
H  0.47  3.16  -0.80  0.230
H  1.57  5.11  0.18  0.237
H  2.02  5.21  2.61  0.237
H  1.34  3.33  4.06  0.230
H  0.23  1.36  3.10  0.223
H  -2.64  0.97  -1.74  0.218
H  -2.41  1.11  -4.18  0.236
H  -0.17  1.11  -5.22  0.237
H  1.85  0.96  -3.80  0.230
H  1.63  0.81  -1.35  0.211
C  -0.53  -3.63  1.37  -0.225
H  -0.85  -4.36  0.62  0.166
H  -0.49  -4.05  2.38  0.177

---

4.
The following is a quantum chemistry calculation of a molecular structure, C27H26F16N7O2OsSe in a non-equilibrium geometry, from the OMol25 dataset.

Its net charge is +1. For the energy relative to the best compared isomer or geometry (same formula, charge and spin), the calculation gives 106.6 kJ/mol. Its spin multiplicity is 5. For the HOMO-LUMO gap (spin up / spin down), the calculation gives 7.09 / 4.27 eV. As for the expectation value of S²: 6.059.

Last column: Mulliken charge in e.
Cartesian coordinates (Å):
Os  -0.65  0.19  -0.18  2.563
C  -2.01  -1.14  -2.59  -0.823
N  -0.95  -0.16  -2.29  0.534
C  -1.30  1.16  -2.87  -1.100
C  -2.58  1.71  -2.22  -1.075
N  -2.74  1.13  -0.91  0.788
C  -3.77  1.42  -0.12  -0.980
C  -4.02  0.58  1.00  0.320
F  -3.27  -0.52  1.12  -0.207
C  -4.99  0.82  1.94  0.040
F  -5.13  0.02  2.98  -0.305
C  -5.82  1.93  1.78  0.632
F  -6.76  2.18  2.66  -0.265
C  -5.67  2.76  0.67  0.203
F  -6.46  3.80  0.52  -0.272
C  -4.69  2.51  -0.26  0.500
F  -4.58  3.32  -1.30  -0.299
C  0.34  -0.68  -2.83  -1.219
C  1.17  -1.27  -1.66  -0.487
N  0.31  -1.54  -0.52  0.681
C  -0.09  -2.82  -0.22  -0.247
C  -0.63  -3.11  1.05  -0.453
F  -0.78  -2.09  1.91  -0.195
C  -1.00  -4.37  1.47  -0.240
F  -1.48  -4.54  2.70  -0.300
C  -0.89  -5.45  0.61  0.774
F  -1.25  -6.67  0.99  -0.305
C  -0.39  -5.22  -0.67  0.148
F  -0.30  -6.22  -1.53  -0.303
C  -0.01  -3.95  -1.06  0.669
F  0.39  -3.81  -2.34  -0.398
H  -2.15  -1.22  -3.67  0.412
H  -2.96  -0.83  -2.14  0.218
H  -1.76  -2.12  -2.20  0.099
H  -1.41  1.09  -3.95  0.683
H  -0.48  1.84  -2.63  0.026
H  -3.46  1.47  -2.83  0.640
H  -2.51  2.80  -2.18  0.560
H  0.90  0.12  -3.30  0.368
H  0.14  -1.45  -3.57  0.449
H  1.90  -0.53  -1.34  0.117
H  1.72  -2.15  -1.99  0.777
C  5.28  0.78  0.38  -0.703
N  5.14  -0.64  0.16  0.295
C  6.04  -1.41  -0.55  -0.536
C  5.60  -2.69  -0.51  -0.532
N  4.43  -2.69  0.23  0.256
C  3.65  -3.88  0.52  -0.985
C  4.15  -1.43  0.64  0.003
Se  2.69  -0.92  1.65  -0.449
H  5.44  1.29  -0.56  0.364
H  6.14  0.96  1.04  0.348
H  4.39  1.15  0.86  0.003
H  6.91  -1.00  -1.02  0.478
H  6.02  -3.58  -0.94  0.489
H  3.08  -4.19  -0.35  0.300
H  2.97  -3.66  1.34  0.294
H  4.32  -4.69  0.81  0.413
N  0.41  1.15  3.92  -0.288
C  -0.42  0.58  3.04  0.269
N  -1.61  0.14  3.49  -0.332
O  -0.08  0.54  1.84  -0.907
H  0.24  1.14  4.91  0.191
H  1.32  1.46  3.59  0.246
H  -1.79  0.10  4.48  0.207
H  -2.14  -0.49  2.91  0.134
C  -0.19  4.21  1.22  -1.807
C  0.26  3.42  -0.02  0.732
O  -0.57  2.38  -0.34  -0.591
C  0.25  4.38  -1.24  0.410
F  -1.01  4.66  -1.60  -0.232
F  0.84  3.80  -2.31  -0.283
F  0.87  5.54  -1.02  -0.280
C  1.73  2.97  0.19  0.576
F  1.98  1.84  -0.51  -0.294
F  2.02  2.72  1.47  -0.291
F  2.64  3.87  -0.23  -0.307
H  -1.16  4.66  1.01  0.456
H  0.52  4.99  1.48  0.414
H  -0.30  3.51  2.05  0.213

---

Question: Among the records above, which one has the lowest energy relative to the best compared isomer or geometry (same formula, charge and spin)?
Answer: C27H26ClN4OsPS

---

Question: Which value of energy relative to the best compared isomer or geometry (same formula, charge and spin) does entry 3 give?
Answer: 0.0 kJ/mol

---

Question: Among the records above, which one has the lowest energy relative to the best compared isomer or geometry (same formula, charge and spin)?
Answer: C27H26ClN4OsPS